{"formula": "C66H169N11O24", "method": "wB97M-V/def2-TZVPD", "e_homo_ev": -8.238, "lumo_ha": 0.023, "homo_lumo_gap_ev": 8.9, "species": ["C", "O", "C", "C", "N", "C", "C", "O", "C", "H", "H", "H", "H", "H", "H", "H", "H", "H", "H", "H", "H", "H", "H", "H", "C", "O", "C", "C", "N", "C", "C", "O", "C", "H", "H", "H", "H", "H", "H", "H", "H", "H", "H", "H", "H", "H", "H", "H", "C", "O", "C", "C", "N", "C", "C", "O", "C", "H", "H", "H", "H", "H", "H", "H", "H", "H", "H", "H", "H", "H", "H", "H", "C", "O", "C", "C", "N", "C", "C", "O", "C", "H", "H", "H", "H", "H", "H", "H", "H", "H", "H", "H", "H", "H", "H", "H", "C", "O", "C", "C", "N", "C", "C", "O", "C", "H", "H", "H", "H", "H", "H", "H", "H", "H", "H", "H", "H", "H", "H", "H", "C", "O", "C", "C", "N", "C", "C", "O", "C", "H", "H", "H", "H", "H", "H", "H", "H", "H", "H", "H", "H", "H", "H", "H", "C", "O", "C", "C", "N", "C", "C", "O", "C", "H", "H", "H", "H", "H", "H", "H", "H", "H", "H", "H", "H", "H", "H", "H", "C", "O", "C", "C", "N", "C", "C", "O", "C", "H", "H", "H", "H", "H", "H", "H", "H", "H", "H", "H", "H", "H", "H", "H", "C", "O", "C", "C", "N", "C", "C", "O", "C", "H", "H", "H", "H", "H", "H", "H", "H", "H", "H", "H", "H", "H", "H", "H", "C", "O", "C", "C", "N", "C", "C", "O", "C", "H", "H", "H", "H", "H", "H", "H", "H", "H", "H", "H", "H", "H", "H", "H", "C", "O", "C", "C", "N", "C", "C", "O", "C", "H", "H", "H", "H", "H", "H", "H", "H", "H", "H", "H", "H", "H", "H", "H", "O", "H", "H", "O", "H", "H"], "coordinates": [[-5.606, 7.786, -9.895], [-5.527, 6.762, -8.955], [-6.650, 5.943, -8.847], [-6.399, 4.996, -7.743], [-5.187, 4.200, -7.901], [-5.063, 3.217, -6.850], [-4.179, 2.077, -7.348], [-4.132, 1.039, -6.387], [-3.134, 0.076, -6.699], [-4.596, 8.057, -10.186], [-6.091, 8.678, -9.368], [-6.175, 7.512, -10.806], [-6.860, 5.501, -9.819], [-7.550, 6.531, -8.599], [-7.189, 4.246, -7.688], [-6.409, 5.536, -6.809], [-4.331, 4.783, -7.915], [-6.050, 2.859, -6.680], [-4.680, 3.534, -5.865], [-3.194, 2.494, -7.596], [-4.595, 1.746, -8.296], [-2.110, 0.468, -6.386], [-3.195, -0.224, -7.790], [-3.398, -0.763, -6.079], [1.402, 5.232, -0.078], [2.807, 5.020, 0.114], [3.058, 3.657, -0.091], [4.562, 3.444, -0.201], [4.913, 2.042, -0.498], [5.134, 1.719, -1.926], [3.896, 1.390, -2.724], [3.496, 2.644, -3.362], [2.235, 2.533, -3.999], [1.055, 4.794, -1.020], [1.279, 6.262, -0.171], [0.726, 4.776, 0.732], [2.524, 3.247, -0.986], [2.651, 3.026, 0.768], [4.925, 3.668, 0.767], [5.050, 4.147, -0.867], [5.749, 1.728, 0.043], [5.651, 0.716, -1.827], [5.731, 2.406, -2.569], [3.113, 1.052, -2.054], [4.057, 0.607, -3.507], [1.444, 2.438, -3.317], [2.251, 1.679, -4.708], [2.173, 3.450, -4.609], [-6.048, -1.696, -6.382], [-5.022, -2.630, -6.144], [-4.690, -2.766, -4.768], [-3.314, -3.342, -4.720], [-3.111, -4.615, -5.399], [-1.802, -5.221, -5.282], [-1.528, -5.834, -3.897], [-1.212, -4.761, -2.999], [-0.347, -5.085, -1.908], [-6.950, -2.027, -5.936], [-6.125, -1.472, -7.409], [-5.865, -0.753, -5.895], [-5.397, -3.351, -4.073], [-4.641, -1.793, -4.288], [-3.119, -3.507, -3.651], [-2.611, -2.593, -5.045], [-3.474, -4.451, -6.351], [-0.926, -4.610, -5.406], [-1.877, -5.990, -6.008], [-0.692, -6.532, -4.050], [-2.352, -6.438, -3.425], [-0.290, -4.389, -1.144], [0.670, -5.190, -2.363], [-0.587, -6.080, -1.318], [10.024, 3.112, 3.454], [8.948, 2.198, 3.222], [7.656, 2.801, 3.507], [6.451, 1.873, 3.370], [6.418, 0.716, 4.279], [6.619, 1.066, 5.645], [6.311, -0.121, 6.588], [4.901, -0.291, 6.757], [4.294, 0.632, 7.572], [9.800, 3.839, 4.267], [10.262, 3.659, 2.524], [10.903, 2.495, 3.527], [7.653, 3.674, 2.806], [7.455, 3.220, 4.480], [6.364, 1.468, 2.372], [5.625, 2.494, 3.456], [7.063, -0.048, 4.051], [5.887, 1.837, 5.884], [7.632, 1.437, 5.954], [6.771, 0.034, 7.580], [6.721, -1.106, 6.284], [4.191, 0.246, 8.615], [3.349, 0.826, 7.157], [4.755, 1.608, 7.800], [-0.005, 0.582, 7.701], [0.442, 0.629, 9.075], [0.094, -0.540, 9.837], [1.107, -1.652, 9.754], [1.060, -2.144, 8.436], [1.982, -3.270, 8.142], [1.664, -3.773, 6.808], [0.294, -4.246, 6.840], [-0.103, -4.645, 5.476], [-0.983, 1.132, 7.602], [-0.201, -0.437, 7.387], [0.830, 1.013, 7.149], [-0.875, -0.869, 9.551], [-0.015, -0.080, 10.848], [0.766, -2.369, 10.474], [2.088, -1.162, 9.973], [0.175, -2.520, 8.116], [1.801, -4.048, 8.957], [3.023, -2.957, 8.182], [2.329, -4.550, 6.471], [1.806, -2.912, 6.098], [0.427, -5.518, 5.127], [0.140, -3.787, 4.816], [-1.175, -4.793, 5.480], [-11.297, 4.193, -4.528], [-9.959, 3.751, -4.376], [-9.530, 2.678, -5.214], [-8.201, 2.267, -4.735], [-8.195, 1.590, -3.508], [-7.097, 0.658, -3.264], [-5.720, 1.312, -3.358], [-5.398, 2.230, -2.331], [-4.186, 2.910, -2.705], [-11.595, 4.340, -5.550], [-11.393, 5.116, -3.989], [-11.970, 3.473, -4.150], [-9.451, 3.083, -6.201], [-10.287, 1.864, -5.156], [-7.472, 3.122, -4.927], [-7.852, 1.511, -5.507], [-8.338, 2.191, -2.712], [-7.070, -0.200, -3.979], [-7.311, 0.204, -2.305], [-5.429, 1.765, -4.297], [-4.950, 0.497, -3.299], [-3.315, 2.297, -2.986], [-3.833, 3.511, -1.873], [-4.347, 3.607, -3.522], [5.460, -4.999, -0.483], [4.773, -4.204, 0.516], [5.206, -2.845, 0.650], [4.875, -2.418, 2.057], [5.477, -3.224, 3.075], [4.919, -2.890, 4.462], [5.278, -4.024, 5.393], [4.635, -5.220, 5.108], [5.148, -6.291, 5.820], [5.770, -4.432, -1.420], [4.734, -5.783, -0.773], [6.448, -5.394, -0.161], [4.630, -2.250, -0.103], [6.243, -2.797, 0.319], [3.794, -2.444, 2.119], [5.190, -1.361, 2.166], [5.256, -4.242, 2.983], [3.842, -2.768, 4.402], [5.385, -1.964, 4.845], [4.967, -3.729, 6.454], [6.350, -4.217, 5.324], [5.197, -6.148, 6.902], [6.172, -6.489, 5.442], [4.588, -7.217, 5.565], [-5.474, 0.577, 1.015], [-4.077, 0.796, 1.109], [-3.586, 0.031, 2.251], [-3.494, -1.459, 2.125], [-2.675, -1.887, 0.973], [-2.392, -3.331, 0.981], [-1.102, -3.528, 1.762], [-0.091, -2.822, 1.064], [1.254, -2.972, 1.616], [-5.983, 1.310, 0.429], [-5.954, 0.691, 1.997], [-5.657, -0.440, 0.625], [-4.307, 0.307, 3.060], [-2.569, 0.419, 2.425], [-4.481, -2.003, 1.968], [-3.146, -1.757, 3.161], [-1.813, -1.300, 0.851], [-2.244, -3.736, -0.044], [-3.215, -3.852, 1.560], [-0.851, -4.614, 1.741], [-1.092, -3.169, 2.819], [1.269, -2.832, 2.735], [1.835, -2.268, 1.006], [1.487, -4.016, 1.410], [2.905, -0.112, 4.257], [2.219, 0.645, 3.240], [0.752, 0.558, 3.305], [0.194, 1.302, 2.081], [0.118, 0.546, 0.868], [-0.711, 1.055, -0.196], [-0.384, 0.345, -1.473], [-0.763, 1.162, -2.532], [-0.850, 0.415, -3.755], [2.717, 0.403, 5.237], [3.968, -0.154, 4.008], [2.509, -1.202, 4.315], [0.424, 0.937, 4.222], [0.494, -0.497, 3.154], [0.761, 2.215, 2.013], [-0.798, 1.587, 2.444], [1.039, 0.274, 0.536], [-0.528, 2.156, -0.269], [-1.758, 0.814, -0.059], [-0.961, -0.562, -1.535], [0.650, 0.130, -1.522], [-1.191, 1.038, -4.549], [-1.581, -0.393, -3.701], [0.137, 0.075, -3.981], [-5.999, 4.923, 3.289], [-4.680, 4.385, 3.509], [-3.856, 4.711, 2.437], [-2.473, 4.056, 2.660], [-1.743, 4.727, 3.728], [-0.363, 4.270, 3.993], [-0.019, 4.551, 5.422], [1.123, 3.775, 5.749], [1.593, 4.024, 7.109], [-5.858, 5.978, 3.025], [-6.580, 4.739, 4.198], [-6.460, 4.467, 2.359], [-3.804, 5.785, 2.319], [-4.140, 4.348, 1.367], [-1.889, 4.107, 1.744], [-2.717, 3.069, 2.832], [-2.317, 4.650, 4.580], [0.347, 4.790, 3.355], [-0.179, 3.188, 3.935], [-0.882, 4.297, 6.049], [0.382, 5.573, 5.616], [1.385, 5.061, 7.404], [2.679, 3.886, 7.086], [1.292, 3.346, 7.884], [4.522, -5.621, -7.981], [3.496, -5.165, -7.163], [3.038, -6.352, -6.393], [1.882, -5.902, -5.621], [1.709, -4.478, -5.388], [2.475, -3.863, -4.407], [1.707, -2.545, -4.318], [2.212, -1.758, -3.266], [2.234, -2.283, -1.956], [4.752, -4.861, -8.677], [4.220, -6.516, -8.549], [5.461, -5.931, -7.489], [3.882, -6.640, -5.800], [2.863, -7.140, -7.120], [1.857, -6.470, -4.723], [0.965, -6.329, -6.144], [1.893, -3.997, -6.258], [3.564, -3.722, -4.719], [2.457, -4.438, -3.471], [0.627, -2.648, -4.305], [1.989, -2.024, -5.238], [2.696, -3.259, -1.996], [1.247, -2.284, -1.409], [2.797, -1.608, -1.315], [3.504, -0.079, 0.516], [3.149, 0.078, 1.375], [3.930, 0.738, 0.054], [3.698, 3.018, 4.757], [2.811, 3.345, 5.003], [3.389, 2.166, 4.417]], "lowdin_charge": [-0.12, -0.20, -0.25, -0.22, -0.05, -0.23, -0.22, -0.22, -0.09, 0.08, 0.11, 0.09, 0.12, 0.13, 0.12, 0.12, 0.13, 0.08, 0.12, 0.12, 0.12, 0.09, 0.12, 0.05, -0.09, -0.16, -0.24, -0.16, -0.08, -0.18, -0.20, -0.21, -0.10, 0.08, 0.06, 0.10, 0.11, 0.13, 0.10, 0.12, 0.13, 0.14, 0.13, 0.10, 0.13, 0.05, 0.09, 0.10, -0.10, -0.18, -0.23, -0.23, -0.05, -0.21, -0.20, -0.22, -0.09, 0.08, 0.08, 0.05, 0.15, 0.10, 0.12, 0.10, 0.12, 0.09, 0.11, 0.10, 0.14, 0.02, 0.08, 0.13, -0.11, -0.20, -0.21, -0.19, -0.04, -0.23, -0.18, -0.20, -0.14, 0.10, 0.08, 0.07, 0.13, 0.10, 0.10, 0.07, 0.13, 0.11, 0.13, 0.12, 0.12, 0.10, 0.04, 0.10, -0.10, -0.21, -0.22, -0.23, -0.07, -0.20, -0.24, -0.20, -0.06, 0.10, 0.06, 0.06, 0.11, 0.13, 0.11, 0.14, 0.10, 0.14, 0.11, 0.11, 0.13, 0.08, 0.07, 0.08, -0.10, -0.19, -0.23, -0.27, -0.05, -0.17, -0.24, -0.17, -0.09, 0.08, 0.08, 0.07, 0.11, 0.14, 0.13, 0.14, 0.12, 0.11, 0.11, 0.08, 0.12, 0.08, 0.08, 0.07, -0.10, -0.22, -0.21, -0.25, -0.03, -0.16, -0.26, -0.21, -0.13, 0.09, 0.08, 0.08, 0.10, 0.12, 0.08, 0.12, 0.12, 0.08, 0.09, 0.14, 0.12, 0.09, 0.09, 0.10, -0.12, -0.20, -0.22, -0.24, -0.05, -0.18, -0.25, -0.25, -0.06, 0.07, 0.08, 0.09, 0.12, 0.10, 0.13, 0.12, 0.10, 0.11, 0.13, 0.12, 0.11, 0.08, 0.07, 0.09, -0.09, -0.24, -0.14, -0.22, -0.03, -0.18, -0.24, -0.18, -0.07, 0.08, 0.07, 0.09, 0.09, 0.11, 0.10, 0.09, 0.09, 0.13, 0.10, 0.12, 0.10, 0.06, 0.09, 0.07, -0.09, -0.19, -0.26, -0.20, -0.04, -0.19, -0.22, -0.24, -0.06, 0.08, 0.09, 0.10, 0.11, 0.15, 0.12, 0.07, 0.11, 0.12, 0.10, 0.13, 0.14, 0.09, 0.08, 0.07, -0.15, -0.19, -0.18, -0.21, -0.08, -0.24, -0.20, -0.20, -0.10, 0.07, 0.09, 0.10, 0.11, 0.12, 0.10, 0.13, 0.12, 0.15, 0.10, 0.12, 0.13, 0.07, 0.09, 0.05, -0.10, -0.02, 0.03, -0.06, 0.01, 0.00]}

{"formula": "C11H28Co2O11", "method": "wB97M-V/def2-TZVPD", "e_homo_ev": [-9.774, -9.774], "spin_multiplicity": 7, "lumo_ha": [-0.066, -0.086], "homo_lumo_gap_ev": [8.0, 7.4], "species": ["Co", "Co", "C", "O", "O", "O", "C", "O", "O", "O", "C", "C", "O", "H", "H", "H", "H", "H", "H", "C", "C", "O", "H", "H", "H", "H", "H", "H", "C", "C", "O", "H", "H", "H", "H", "H", "H", "C", "C", "O", "H", "H", "H", "H", "H", "H", "C", "O", "H", "H", "H", "H"], "coordinates": [[1.879, -1.446, 1.053], [2.145, 1.525, -0.284], [3.833, -0.073, 0.633], [2.869, 0.413, 1.388], [3.901, -1.358, 0.676], [3.967, 0.603, -0.458], [0.087, 0.084, 0.236], [0.147, 1.390, 0.170], [0.016, -0.558, 1.340], [1.035, -0.413, -0.541], [-1.514, -2.813, -0.889], [-1.703, -3.900, 0.164], [-0.795, -4.977, -0.053], [-0.475, -2.518, -1.001], [-2.203, -2.008, -0.615], [-1.877, -3.172, -1.856], [-2.742, -4.239, 0.140], [-1.559, -3.488, 1.165], [-1.223, -5.625, -0.618], [3.483, -0.738, -4.657], [2.851, -1.166, -3.349], [1.515, -0.687, -3.273], [3.367, 0.334, -4.812], [3.107, -1.307, -5.506], [4.553, -0.956, -4.607], [3.450, -0.794, -2.510], [2.876, -2.263, -3.299], [1.239, -0.736, -2.348], [0.242, 3.445, 4.283], [0.803, 2.117, 3.816], [2.120, 2.338, 3.330], [0.816, 3.883, 5.098], [-0.800, 3.334, 4.575], [0.371, 4.142, 3.450], [0.152, 1.659, 3.062], [0.806, 1.397, 4.647], [2.403, 1.562, 2.837], [-2.500, 0.937, -2.615], [-2.654, 2.290, -1.920], [-2.577, 2.178, -0.514], [-1.470, 0.574, -2.608], [-2.844, 1.007, -3.649], [-3.147, 0.200, -2.137], [-3.653, 2.646, -2.177], [-1.935, 3.019, -2.307], [-1.685, 1.888, -0.285], [-3.110, 0.546, 2.848], [-2.150, -0.465, 3.163], [-3.146, 0.669, 1.761], [-4.107, 0.328, 3.216], [-2.767, 1.502, 3.261], [-1.401, -0.310, 2.575]], "nbo_charge": [1.61, 1.62, 0.97, -0.93, -0.80, -0.81, 1.00, -0.86, -0.81, -0.94, -0.63, -0.07, -0.73, 0.20, 0.21, 0.21, 0.16, 0.18, 0.47, -0.62, -0.07, -0.75, 0.21, 0.21, 0.21, 0.17, 0.15, 0.49, -0.62, -0.06, -0.75, 0.21, 0.21, 0.21, 0.16, 0.15, 0.49, -0.64, -0.06, -0.74, 0.20, 0.21, 0.21, 0.17, 0.15, 0.48, -0.25, -0.75, 0.17, 0.18, 0.16, 0.48]}

Which ΔE to the lowest compared entry with this formula, charge and spin belongs to each record? In order, 344.9; 0.0 kJ/mol.
Which E_tot belongs to each record? In order, -5023.4232; -4029.0145 a.u..